Record 1
{"formula": "C48H127F6N12O16S2Ti", "method": "ωB97M-V/def2-TZVPD", "homo_energy_ev": [-7.7799, -10.1764], "s2": 6.01, "charge": 1, "homo_lumo_gap_ev": [6.036, 3.338], "spin_multiplicity": 5, "symbols": ["Ti", "C", "F", "F", "F", "S", "O", "O", "N", "S", "O", "O", "C", "F", "F", "F", "C", "C", "C", "O", "C", "N", "H", "H", "H", "H", "H", "H", "H", "H", "H", "H", "H", "C", "C", "C", "O", "C", "N", "H", "H", "H", "H", "H", "H", "H", "H", "H", "H", "H", "C", "C", "C", "O", "C", "N", "H", "H", "H", "H", "H", "H", "H", "H", "H", "H", "H", "C", "C", "C", "O", "C", "N", "H", "H", "H", "H", "H", "H", "H", "H", "H", "H", "H", "C", "C", "C", "O", "C", "N", "H", "H", "H", "H", "H", "H", "H", "H", "H", "H", "H", "C", "C", "C", "O", "C", "N", "H", "H", "H", "H", "H", "H", "H", "H", "H", "H", "H", "C", "C", "C", "O", "C", "N", "H", "H", "H", "H", "H", "H", "H", "H", "H", "H", "H", "C", "C", "C", "O", "C", "N", "H", "H", "H", "H", "H", "H", "H", "H", "H", "H", "H", "C", "C", "C", "O", "C", "N", "H", "H", "H", "H", "H", "H", "H", "H", "H", "H", "H", "C", "C", "C", "O", "C", "N", "H", "H", "H", "H", "H", "H", "H", "H", "H", "H", "H", "C", "C", "C", "O", "C", "N", "H", "H", "H", "H", "H", "H", "H", "H", "H", "H", "H", "C", "C", "O", "H", "H", "H", "H", "H", "H"], "positions_angstrom": [[-8.7381, -8.7963, -8.2543], [-6.8132, -5.3056, -7.9272], [-6.7749, -4.0133, -8.2619], [-5.9538, -5.5723, -6.9164], [-8.0305, -5.5601, -7.5481], [-6.3701, -6.4418, -9.4333], [-7.3376, -6.1836, -10.4287], [-5.0015, -6.0753, -9.7519], [-6.6652, -8.0744, -8.8697], [-5.2596, -8.6786, -8.8574], [-4.7275, -8.8075, -10.1936], [-4.3522, -8.1562, -7.8461], [-5.6567, -10.4602, -8.3531], [-6.3372, -10.4579, -7.2470], [-6.3520, -11.0243, -9.3902], [-4.5063, -11.1108, -8.2180], [-0.1885, -13.4048, -9.9557], [-0.1771, -11.8994, -10.3432], [-1.6166, -11.2728, -10.5081], [-2.3176, -11.9932, -11.5069], [-3.6668, -11.6894, -11.6956], [0.5903, -11.2459, -9.2793], [-0.2115, -13.6050, -8.8845], [0.7731, -13.8659, -10.1812], [-0.9545, -14.0348, -10.4077], [0.3921, -11.9355, -11.2721], [-1.6587, -10.2096, -10.7444], [-2.1849, -11.3279, -9.5796], [-4.0953, -12.3397, -12.4582], [-3.6892, -10.6914, -12.1332], [-4.2826, -11.7577, -10.7988], [0.4844, -10.2813, -9.5593], [0.1399, -11.1710, -8.3784], [-10.2970, -9.9410, -5.2000], [-10.7651, -8.5204, -5.6335], [-11.4608, -7.6068, -4.5728], [-12.0969, -6.4260, -5.0707], [-13.2797, -6.7697, -5.8447], [-9.5599, -7.8776, -6.0770], [-9.9661, -10.5617, -6.0326], [-11.0811, -10.5120, -4.7028], [-9.4731, -9.9394, -4.4864], [-11.4013, -8.6357, -6.5111], [-10.6889, -7.3238, -3.8572], [-12.0964, -8.2051, -3.9199], [-13.7533, -7.6375, -5.3855], [-13.1009, -6.9510, -6.9045], [-13.8882, -5.8816, -5.6743], [-8.8953, -7.7838, -5.3223], [-9.8520, -6.9215, -6.2210], [-10.9513, -6.2608, -8.8234], [-10.9577, -7.1498, -10.0578], [-11.1470, -6.4629, -11.4011], [-11.4892, -7.3338, -12.4745], [-11.8950, -6.6701, -13.6229], [-9.7558, -7.9524, -10.0816], [-10.9244, -6.8567, -7.9111], [-11.8749, -5.6859, -8.7556], [-10.1323, -5.5426, -8.8598], [-11.7901, -7.8150, -9.8281], [-10.3255, -5.8067, -11.6888], [-11.9626, -5.7673, -11.2035], [-11.9751, -7.3388, -14.4799], [-11.0970, -6.0078, -13.9587], [-12.7236, -5.9670, -13.5382], [-9.8094, -8.5161, -10.9180], [-9.0247, -7.3031, -10.3346], [-0.9895, -7.7185, -10.2457], [-0.7426, -6.3974, -9.5146], [-0.3686, -5.1765, -10.4184], [0.8443, -5.3788, -11.1486], [1.3465, -4.0671, -11.5290], [-1.9375, -6.0478, -8.7362], [-1.6959, -7.7380, -11.0756], [-1.2496, -8.3784, -9.4181], [-0.0787, -8.1703, -10.6385], [-0.0019, -6.5988, -8.7407], [-0.2813, -4.3199, -9.7500], [-1.1755, -4.9857, -11.1259], [1.4748, -3.4178, -10.6629], [0.6473, -3.5287, -12.1688], [2.3021, -4.1392, -12.0483], [-2.0452, -6.7021, -7.9744], [-2.7729, -6.2189, -9.2775], [-2.6520, -4.5837, -16.8343], [-3.6132, -4.6133, -15.7231], [-3.2180, -5.6604, -14.6410], [-4.2649, -5.7883, -13.6754], [-4.0538, -6.7574, -12.6487], [-3.5314, -3.2306, -15.2144], [-2.9680, -3.9620, -17.6720], [-2.6522, -5.6028, -17.2211], [-1.6294, -4.2252, -16.7165], [-4.6467, -4.7192, -16.0529], [-2.3329, -5.3186, -14.1044], [-3.0241, -6.6201, -15.1202], [-3.8670, -7.7675, -13.0135], [-4.9525, -6.8755, -12.0433], [-3.2577, -6.5164, -11.9443], [-2.5883, -3.1570, -14.8605], [-3.4659, -2.6627, -16.0470], [-8.4870, -6.4250, -15.2152], [-7.9237, -6.7750, -13.7821], [-7.0401, -8.0830, -13.8057], [-7.6433, -9.2730, -14.2982], [-8.5075, -9.8530, -13.2817], [-7.1004, -5.6040, -13.3584], [-9.2712, -7.1516, -15.4279], [-7.6888, -6.4444, -15.9573], [-8.9680, -5.4470, -15.2300], [-8.7207, -6.9312, -13.0551], [-6.5607, -8.1537, -12.8294], [-6.1910, -7.9027, -14.4649], [-8.7597, -10.8578, -13.6207], [-9.4154, -9.2541, -13.2103], [-8.0783, -10.0355, -12.2965], [-6.9886, -5.8188, -12.3779], [-6.1543, -5.6811, -13.7035], [-7.4522, -12.7461, -5.1264], [-7.9009, -14.2320, -5.0397], [-9.4915, -14.3818, -5.1869], [-10.1667, -13.7396, -4.1408], [-11.4780, -13.3808, -4.5015], [-7.2058, -14.9917, -6.0707], [-6.3758, -12.7130, -5.2946], [-7.6301, -12.1524, -4.2298], [-7.7853, -12.3198, -6.0726], [-7.5489, -14.5839, -4.0700], [-9.7344, -15.4442, -5.1705], [-9.6926, -13.9358, -6.1609], [-12.1277, -14.2428, -4.3506], [-11.4746, -12.8759, -5.4676], [-11.7996, -12.7360, -3.6836], [-7.4062, -15.9770, -5.9759], [-6.2418, -15.0555, -5.7758], [-1.8944, -1.2399, -9.2086], [-3.1133, -1.0436, -8.3712], [-2.8350, -1.1198, -6.8562], [-2.4600, -2.4077, -6.3526], [-3.3510, -3.4698, -6.6785], [-3.6782, 0.2322, -8.7711], [-1.1082, -0.5645, -8.8711], [-2.1457, -1.0654, -10.2548], [-1.4728, -2.2395, -9.1027], [-3.8603, -1.7551, -8.7229], [-3.7102, -0.9108, -6.2411], [-2.1650, -0.3009, -6.5941], [-4.4079, -3.2049, -6.7097], [-3.2177, -4.3702, -6.0789], [-3.0660, -3.8264, -7.6683], [-4.5179, 0.4760, -8.2656], [-4.0111, 0.1703, -9.7226], [-2.1743, -10.1022, -6.4067], [-0.8168, -9.3632, -6.3410], [-0.7320, -8.3665, -5.1576], [0.5262, -7.6220, -5.0945], [0.8099, -6.7344, -6.1996], [0.2305, -10.3848, -6.1638], [-2.2447, -10.7971, -7.2436], [-3.0091, -9.4014, -6.3991], [-2.3391, -10.7706, -5.5616], [-0.6284, -8.7880, -7.2475], [-0.6722, -8.9338, -4.2288], [-1.6064, -7.7180, -5.2108], [1.5648, -5.9912, -5.9430], [-0.1026, -6.1827, -6.4256], [1.1216, -7.3920, -7.0111], [1.0605, -9.8205, -6.0505], [0.1636, -10.7556, -5.2268], [-4.7718, -2.8751, -11.4119], [-5.6069, -1.9730, -12.3664], [-4.9456, -0.6014, -12.6547], [-4.6994, -0.0057, -11.4006], [-4.6177, 1.4441, -11.5542], [-5.9521, -2.7714, -13.5332], [-3.7964, -2.9391, -11.8940], [-5.1396, -3.8983, -11.3348], [-4.7089, -2.5631, -10.3694], [-6.5419, -1.8117, -11.8298], [-5.7470, -0.0960, -13.1935], [-4.1553, -0.7189, -13.3962], [-3.6550, 1.8606, -11.8506], [-4.7648, 1.8628, -10.5586], [-5.3263, 1.8758, -12.2610], [-5.1092, -2.9560, -14.0580], [-6.2084, -3.6987, -13.2259], [-7.6849, -2.9539, -4.6452], [-8.9540, -3.2400, -3.8141], [-10.1361, -3.6522, -4.6590], [-10.5829, -2.5487, -5.4455], [-11.7638, -2.8116, -6.2053], [-8.4833, -4.2958, -2.8977], [-7.8931, -2.2830, -5.4786], [-7.3170, -3.8602, -5.1263], [-6.8676, -2.4559, -4.1238], [-9.1312, -2.3434, -3.2201], [-10.9270, -4.0941, -4.0528], [-9.8998, -4.4128, -5.4032], [-11.6052, -3.7500, -6.7367], [-11.9032, -2.0578, -6.9801], [-12.6634, -2.7290, -5.5953], [-9.1480, -4.4846, -2.1610], [-7.7976, -3.7921, -2.3535], [-7.3740, -0.8394, -8.4235], [-6.8494, -0.3286, -7.1213], [-6.1392, 0.8264, -7.4406], [-6.5429, -1.2128, -9.0218], [-7.8630, -0.0887, -9.0444], [-8.0150, -1.6998, -8.2313], [-6.2724, -1.0999, -6.6112], [-7.6327, -0.0386, -6.4209], [-5.8168, 1.2617, -6.6480]], "mulliken_spin": [2.83, -0.06, 0.00, 0.00, -0.04, -0.16, 0.06, 0.02, -0.04, 0.15, 0.01, -0.03, 0.01, 0.00, 0.02, 0.00, 0.00, 0.00, 0.00, 0.00, 0.00, 0.00, 0.00, 0.00, 0.00, 0.00, 0.00, 0.00, 0.00, 0.00, 0.00, 0.00, 0.00, -0.01, -0.01, 0.01, 0.00, 0.00, 0.06, 0.04, 0.00, 0.00, 0.04, 0.00, 0.00, 0.00, 0.00, 0.00, 0.02, -0.03, 0.28, -0.16, 0.01, 0.00, 0.00, -0.02, 0.03, 0.01, -0.07, -0.04, 0.00, 0.00, 0.00, 0.00, 0.00, 0.01, 0.05, 0.00, 0.00, 0.00, 0.00, 0.00, 0.00, 0.00, 0.00, 0.00, 0.00, 0.00, 0.00, 0.00, 0.00, 0.00, 0.00, 0.00, 0.00, 0.00, 0.00, 0.00, 0.00, 0.02, 0.00, 0.00, 0.00, 0.00, 0.00, 0.00, 0.00, 0.00, 0.00, 0.00, 0.00, 0.00, 0.00, 0.00, 0.00, -0.01, -0.01, 0.00, 0.00, 0.00, 0.00, 0.00, 0.00, 0.00, 0.00, 0.01, 0.00, 0.00, -0.03, 0.00, 0.00, 0.00, 0.00, 0.00, 0.00, 0.00, 0.04, 0.00, 0.00, 0.00, 0.00, 0.00, 0.00, 0.00, 0.00, 0.00, 0.00, 0.00, 0.00, 0.00, 0.00, 0.00, 0.00, 0.00, 0.00, 0.00, 0.00, 0.00, 0.00, 0.00, 0.00, 0.00, 0.00, 0.00, 0.00, 0.00, 0.00, 0.00, 0.00, 0.00, 0.00, 0.00, 0.00, 0.00, 0.00, 0.00, 0.00, 0.00, 0.00, 0.10, 0.03, 0.01, 0.00, 0.00, 0.80, 0.00, 0.04, -0.02, 0.01, 0.00, 0.00, 0.00, 0.00, 0.00, -0.03, 0.00, 0.00, 0.00, 0.00, 0.00, 0.00, 0.00, 0.00, 0.00, 0.00, 0.00, 0.00, 0.00, 0.00, 0.00, 0.00, 0.00, 0.00, 0.00, 0.00, 0.00, 0.00, 0.00, 0.00, 0.00, 0.00, 0.00]}

Record 2
{"formula": "C19H18NOZn", "method": "ωB97M-V/def2-TZVPD", "homo_energy_ev": -1.0950, "charge": -1, "homo_lumo_gap_ev": 3.570, "symbols": ["C", "C", "C", "H", "C", "C", "H", "H", "H", "H", "C", "C", "C", "H", "C", "C", "H", "H", "H", "H", "Zn", "O", "C", "C", "H", "H", "H", "H", "C", "C", "C", "H", "C", "H", "C", "H", "C", "H", "N", "C"], "positions_angstrom": [[-2.2576, 1.8202, 3.3840], [-2.3918, 2.6251, 2.1139], [-2.4120, 1.7739, 1.0254], [-2.4981, 3.7084, 2.1058], [-2.3170, 0.4169, 1.4772], [-2.1791, 0.4293, 2.8795], [-2.3109, -0.3982, 3.5452], [-3.0886, 1.9411, 4.0753], [-2.6173, 2.0434, 0.0171], [-2.5606, -0.4215, 0.8851], [1.8084, 2.4114, 1.9727], [1.4021, 2.8464, 3.2076], [0.9796, 1.6867, 4.0078], [1.3991, 3.8857, 3.5376], [1.2289, 0.5355, 3.2047], [1.7628, 0.9712, 1.9482], [2.3682, 0.3797, 1.3193], [2.1313, 3.0258, 1.1699], [1.1089, 1.5970, 5.0850], [1.3448, -0.4370, 3.6247], [-0.2374, 0.8245, 1.4244], [0.0737, -0.5679, -1.3927], [-0.5274, 0.0633, -2.5452], [-0.5042, -1.4592, -2.4312], [-1.4763, 0.5661, -2.3386], [0.1531, 0.5008, -3.2844], [-1.4627, -1.8998, -2.1564], [-1.1805, -3.5343, -4.0036], [-0.1167, -3.3337, -4.0541], [0.4016, -2.2781, -3.2766], [1.7732, -1.9852, -3.3708], [2.1908, -1.1670, -2.7878], [2.5915, -2.7485, -4.1924], [3.6505, -2.5236, -4.2320], [2.0706, -3.7957, -4.9541], [2.7240, -4.3830, -5.5936], [0.7095, -4.0783, -4.8838], [0.2927, -4.8830, -5.4750], [-0.9599, 3.4519, 4.7722], [-1.0673, 2.3895, 4.1897]], "mulliken_charge": [0.50, -0.93, -0.38, 0.34, -1.08, -0.89, 0.40, 0.49, 0.61, 0.78, -0.61, -0.59, -0.35, 0.43, -0.84, -0.50, 0.87, 0.48, 0.47, 0.50, -0.10, -0.19, -0.34, -0.23, 0.20, 0.26, 0.41, 0.34, -0.53, 0.50, -0.39, 0.38, -0.49, 0.36, -0.44, 0.36, -0.45, 0.36, -0.95, 0.26]}

Number 1: calculated total energy -6010.262528 hartree. Number 2: calculated total energy -2643.889097 hartree.